DFT (wB97M-V/def2-TZVPD) results for a 7-piece molecular cluster, C42H100O23P2 overall.

Last columns: bonded neighbours and bond lengths (Å).
Cartesian coordinates (Å):
1 C 4.31765 -9.05291 -3.29727  C2 1.526, H12 1.094, H13 1.088, H14 1.093
2 C 4.88344 -7.69756 -2.88285  C1 1.526, O3 1.430, H15 1.088, H16 1.091
3 O 4.00005 -6.69874 -3.39927  C2 1.430, P4 1.610
4 P 3.84027 -5.20602 -2.81741  O3 1.610, O5 1.456, O6 1.604, O9 1.599
5 O 3.02386 -4.36247 -3.67893  P4 1.456
6 O 3.41498 -5.52881 -1.30514  P4 1.604, C7 1.443
7 C 2.03049 -5.29814 -0.97192  O6 1.443, C8 1.538, H17 1.091, H18 1.090
8 C 1.79223 -3.78721 -0.81430  C7 1.538, H19 1.094, H20 1.097, H21 1.087
9 O 5.31838 -4.62576 -2.62952  P4 1.599, C10 1.476
10 C 5.54110 -3.16856 -2.55272  O9 1.476, C11 1.521, H22 1.088, H23 1.090
11 C 5.36744 -2.46690 -3.89112  C10 1.521, H24 1.090, H25 1.092, H26 1.089
12 H 3.25076 -9.11487 -3.06211  C1 1.094
13 H 4.39762 -9.33600 -4.34515  C1 1.088
14 H 4.75820 -9.84988 -2.69273  C1 1.093
15 H 4.96626 -7.64034 -1.79990  C2 1.088
16 H 5.82356 -7.63493 -3.43368  C2 1.091
17 H 1.24583 -5.77361 -1.56302  C7 1.091
18 H 1.85793 -5.75484 0.00296  C7 1.090
19 H 0.94576 -3.69307 -0.12739  C8 1.094
20 H 2.57588 -3.30770 -0.21470  C8 1.097
21 H 1.72556 -3.12410 -1.67358  C8 1.087
22 H 5.04470 -2.69697 -1.70673  C10 1.088
23 H 6.59778 -3.33743 -2.34340  C10 1.090
24 H 4.39571 -2.01393 -4.08551  C11 1.090
25 H 6.09368 -1.65230 -3.93894  C11 1.092
26 H 5.53004 -3.14517 -4.72716  C11 1.089
27 C 1.20221 -0.51225 1.73423  C28 1.534, H38 1.093, H39 1.094, H40 1.087
28 C 0.47413 -0.95908 0.46018  C27 1.534, O29 1.480, H41 1.089, H42 1.091
29 O -0.15268 0.32078 0.05943  C28 1.480, P30 1.607
30 P -1.74531 0.45898 0.21892  O29 1.607, O31 1.482, O32 1.626, O35 1.591
31 O -2.45720 -0.80828 -0.06962  P30 1.482
32 O -1.99522 1.00571 1.72994  P30 1.626, C33 1.417
33 C -2.95999 0.37507 2.55501  O32 1.417, C34 1.530, H43 1.097, H44 1.101
34 C -2.23594 -0.65924 3.41889  C33 1.530, H45 1.095, H46 1.091, H47 1.085
35 O -2.02078 1.70426 -0.73221  P30 1.591, C36 1.463
36 C -2.91384 1.47832 -1.86846  O35 1.463, C37 1.525, H48 1.089, H49 1.088
37 C -4.16253 2.29738 -1.55904  C36 1.525, H50 1.095, H51 1.084, H52 1.092
38 H 0.49326 -0.38494 2.55613  C27 1.093
39 H 1.84973 -1.26736 2.18976  C27 1.094
40 H 1.68543 0.46105 1.69386  C27 1.087
41 H 0.93776 -1.24682 -0.48206  C28 1.089
42 H -0.30699 -1.71027 0.58163  C28 1.091
43 H -3.69296 1.02770 3.04542  C33 1.097
44 H -3.72506 -0.12823 1.94437  C33 1.101
45 H -3.01058 -1.17724 3.99427  C34 1.095
46 H -1.89885 -1.38993 2.68243  C34 1.091
47 H -1.47792 -0.29318 4.10330  C34 1.085
48 H -2.33822 1.83697 -2.72101  C36 1.089
49 H -3.14267 0.42875 -2.04260  C36 1.088
50 H -4.83490 2.24268 -2.42095  C37 1.095
51 H -4.66042 2.03873 -0.63144  C37 1.084
52 H -3.90505 3.35884 -1.54553  C37 1.092
53 C -1.67323 3.40671 4.28997  O54 1.404, H62 1.096, H63 1.100, H64 1.091
54 O -3.01589 3.79228 4.14644  C53 1.404, C55 1.421
55 C -3.33699 5.10989 3.72128  O54 1.421, C56 1.526, H65 1.097, H66 1.089
56 C -4.15248 5.74480 4.84378  C55 1.526, O57 1.412, H67 1.092, H68 1.097
57 O -3.37870 5.91846 6.01204  C56 1.412, C58 1.404
58 C -3.52079 4.96988 7.03755  O57 1.404, C59 1.538, H69 1.095, H70 1.096
59 C -2.43298 5.19805 8.09999  C58 1.538, O60 1.421, H71 1.088, H72 1.092
60 O -2.30102 3.98612 8.83082  C59 1.421, C61 1.391
61 C -1.44975 2.97806 8.39040  O60 1.391, H73 1.091, H74 1.099, H75 1.095
62 H -1.41280 2.71536 3.48068  C53 1.096
63 H -1.58084 2.71148 5.13789  C53 1.100
64 H -0.88244 4.12111 4.52197  C53 1.091
65 H -4.00192 5.06807 2.85008  C55 1.097
66 H -2.54664 5.77331 3.37171  C55 1.089
67 H -5.11385 5.29287 5.09774  C56 1.092
68 H -4.43835 6.73442 4.46727  C56 1.097
69 H -3.41188 3.96169 6.62556  C58 1.095
70 H -4.49897 5.00567 7.53110  C58 1.096
71 H -2.73478 5.89175 8.88180  C59 1.088
72 H -1.48134 5.51159 7.66521  C59 1.092
73 H -0.38144 3.17651 8.49153  C61 1.091
74 H -1.71067 2.60006 7.39188  C61 1.099
75 H -1.63926 2.05260 8.94430  C61 1.095
76 C -7.17588 0.02333 -0.26260  O77 1.403, H85 1.088, H86 1.100, H87 1.096
77 O -7.67180 0.63670 0.89801  C76 1.403, C78 1.410
78 C -7.29610 1.97867 1.11019  O77 1.410, C79 1.545, H88 1.089, H89 1.097
79 C -8.45756 2.95856 0.83170  C78 1.545, O80 1.416, H90 1.093, H91 1.091
80 O -8.90840 2.63608 -0.47142  C79 1.416, C81 1.418
81 C -10.23693 3.01901 -0.78833  O80 1.418, C82 1.498, H92 1.094, H93 1.097
82 C -10.61342 2.48461 -2.13655  C81 1.498, O83 1.409, H94 1.104, H95 1.095
83 O -9.84449 2.93793 -3.22705  C82 1.409, C84 1.400
84 C -10.55559 2.82759 -4.42835  O83 1.400, H96 1.095, H97 1.103, H98 1.086
85 H -6.20462 0.39989 -0.57665  C76 1.088
86 H -7.87248 0.02160 -1.11341  C76 1.100
87 H -7.14854 -1.07033 -0.19398  C76 1.096
88 H -6.36617 2.31908 0.65662  C78 1.089
89 H -7.23720 1.97785 2.20575  C78 1.097
90 H -8.04227 3.96938 0.83868  C79 1.093
91 H -9.16988 2.77452 1.63780  C79 1.091
92 H -10.35996 4.09876 -0.66140  C81 1.094
93 H -10.91491 2.54422 -0.06764  C81 1.097
94 H -11.63225 2.87246 -2.30886  C82 1.104
95 H -10.80975 1.40716 -2.12728  C82 1.095
96 H -11.50810 3.36649 -4.38258  C84 1.095
97 H -10.88251 1.79085 -4.61492  C84 1.103
98 H -9.96023 3.04168 -5.31113  C84 1.086
99 C 1.67393 2.25493 -2.84149  O100 1.378, H108 1.104, H109 1.107, H110 1.088
100 O 0.86252 1.23542 -3.28949  C99 1.378, C101 1.392
101 C 1.52551 0.22669 -3.98347  O100 1.392, C102 1.510, H111 1.094, H112 1.107
102 C 0.66158 -0.99763 -4.17137  C101 1.510, O103 1.415, H113 1.097, H114 1.095
103 O -0.59412 -0.80189 -4.79379  C102 1.415, C104 1.421
104 C -0.51591 -0.57870 -6.19457  O103 1.421, C105 1.522, H115 1.101, H116 1.089
105 C -1.90559 -0.43240 -6.79847  C104 1.522, O106 1.417, H117 1.090, H118 1.094
106 O -2.46836 0.79901 -6.38079  C105 1.417, C107 1.415
107 C -3.57367 0.67579 -5.50674  O106 1.415, H119 1.092, H120 1.092, H121 1.091
108 H 2.29554 2.68955 -3.64357  C99 1.104
109 H 2.49453 2.03705 -2.13061  C99 1.107
110 H 1.10240 3.02501 -2.32676  C99 1.088
111 H 2.49020 -0.04929 -3.54727  C101 1.094
112 H 1.65588 0.52980 -5.03978  C101 1.107
113 H 0.42808 -1.36535 -3.16453  C102 1.097
114 H 1.16915 -1.79407 -4.72478  C102 1.095
115 H -0.15096 -1.50525 -6.66339  C104 1.101
116 H 0.10989 0.28203 -6.42671  C104 1.089
117 H -2.47527 -1.33770 -6.58979  C105 1.090
118 H -1.67253 -0.30434 -7.85982  C105 1.094
119 H -3.26266 0.21062 -4.56898  C107 1.092
120 H -4.42691 0.16902 -5.96315  C107 1.092
121 H -3.93318 1.67524 -5.25850  C107 1.091
122 C 8.61927 -8.59553 -0.60973  O123 1.396, H131 1.101, H132 1.092, H133 1.094
123 O 7.57041 -7.67392 -0.62276  C122 1.396, C124 1.426
124 C 7.89888 -6.43016 -1.23735  O123 1.426, C125 1.518, H134 1.089, H135 1.096
125 C 8.53438 -5.44426 -0.27415  C124 1.518, O126 1.407, H136 1.100, H137 1.094
126 O 7.69835 -5.23703 0.83867  C125 1.407, C127 1.410
127 C 6.46554 -4.57538 0.66357  O126 1.410, C128 1.520, H138 1.094, H139 1.096
128 C 6.12100 -4.07725 2.05749  C127 1.520, O129 1.417, H140 1.099, H141 1.095
129 O 4.94031 -3.29506 2.00707  C128 1.417, C130 1.418
130 C 4.94386 -2.32559 3.04179  O129 1.418, H142 1.087, H143 1.096, H144 1.094
131 H 8.80819 -8.89897 -1.65145  C122 1.101
132 H 8.38470 -9.55693 -0.14794  C122 1.092
133 H 9.56014 -8.28482 -0.14598  C122 1.094
134 H 6.94500 -6.06145 -1.61031  C124 1.089
135 H 8.55804 -6.67800 -2.07722  C124 1.096
136 H 8.84900 -4.50614 -0.75420  C125 1.100
137 H 9.45055 -5.79516 0.21023  C125 1.094
138 H 5.64750 -5.15003 0.21997  C127 1.094
139 H 6.62708 -3.68399 0.04585  C127 1.096
140 H 6.99569 -3.46379 2.31714  C128 1.099
141 H 6.07686 -4.79360 2.88396  C128 1.095
142 H 3.92676 -1.96167 3.16432  C130 1.087
143 H 5.57471 -1.46398 2.79415  C130 1.096
144 H 5.33718 -2.78317 3.95397  C130 1.094
145 C -1.36701 4.74640 0.93579  O146 1.423, H154 1.097, H155 1.096, H156 1.082
146 O 0.00761 4.86346 1.28589  C145 1.423, C147 1.392
147 C 0.85765 3.97573 0.63254  O146 1.392, C148 1.511, H157 1.100, H158 1.101
148 C 2.30254 4.41783 0.65483  C147 1.511, O149 1.408, H159 1.099, H160 1.100
149 O 2.88510 4.37884 1.93643  C148 1.408, C150 1.417
150 C 4.18766 4.93493 1.99391  O149 1.417, C151 1.529, H161 1.090, H162 1.096
151 C 5.23371 4.17285 1.18025  C150 1.529, O152 1.398, H163 1.094, H164 1.100
152 O 5.62770 2.93072 1.68679  C151 1.398, C153 1.419
153 C 4.67630 1.87852 1.71928  O152 1.419, H165 1.094, H166 1.095, H167 1.090
154 H -1.72854 3.85005 1.45572  C145 1.097
155 H -1.39615 4.46452 -0.12288  C145 1.096
156 H -1.87234 5.64865 1.25574  C145 1.082
157 H 0.49491 3.85694 -0.39906  C147 1.100
158 H 0.83103 2.93141 0.98127  C147 1.101
159 H 2.48409 5.37560 0.14799  C148 1.099
160 H 2.85723 3.74661 -0.01770  C148 1.100
161 H 4.41715 4.93564 3.05953  C150 1.090
162 H 4.21651 5.99447 1.71325  C150 1.096
163 H 6.13407 4.78521 1.07835  C151 1.094
164 H 4.97310 4.06444 0.11691  C151 1.100
165 H 3.92475 2.02566 0.93857  C153 1.094
166 H 4.23752 1.90414 2.72168  C153 1.095
167 H 5.21349 0.94273 1.56473  C153 1.090

Values from the calculation:
Total charge = 0
E_tot = -110839.252 eV
SMILES = CCOP(=O)(OCC)OCC.CCOP(=O)(OCC)OCC.COCCOCCOC.COCCOCCOC.COCCOCCOC.COCCOCCOC.COCCOCCOC
Orbital gap = 9.6 eV
HOMO energy = -0.3359 hartree
ΔE to the lowest compared entry with this formula, charge and spin = 78.36 kcal/mol